# 1
# C24H24F12FeN3O2

C24H24F12FeN3O2 as an isolated structure in a non-equilibrium geometry (the ωB97M-V functional and the def2-TZVPD basis, OMol25).

<S²>: 6.009
Molar mass in g mol⁻¹: 670.3
Multiplicity: 5
Orbital gap (alpha / beta) in eV: 6.19 / 6.15
Total charge: -1
Energy above the lowest of the compared OMol25 structures with the same formula, charge and spin in kcal/mol: 42.7
Calculated total energy in hartree: -3705.96043

XYZ file:
```
66
Properties=species:S:1:pos:R:3:forces:R:3
Fe -1.312490 0.248217 0.196456 -0.347 5.913 0.870
C 3.271525 2.542470 -4.746486 -0.106 0.093 0.179
C 2.668124 2.125776 -3.429385 0.064 0.082 -0.113
C 3.418881 1.499652 -2.440605 -0.104 -0.005 -0.026
C 2.820519 1.031484 -1.292601 -0.062 0.031 0.084
C 1.420598 1.110650 -1.072721 0.267 -0.038 -0.122
N 0.820925 0.484683 -0.031278 -0.509 -0.175 0.375
C 1.404922 -0.540387 0.669820 1.324 0.591 -0.128
C 2.137610 -1.549997 0.001971 0.122 -0.007 0.104
C 2.691170 -2.627388 0.659015 0.003 0.051 0.034
C 2.577593 -2.744017 2.039041 0.047 -0.019 0.073
C 3.227708 -3.879260 2.787629 -0.122 0.089 -0.042
C 1.827356 -1.785101 2.708617 0.199 -0.240 -0.184
C 1.200151 -0.720603 2.066862 -0.077 0.078 0.133
C 0.189164 0.169818 2.823662 0.057 0.321 0.235
O -1.031572 0.243195 2.243442 -0.312 0.003 -0.574
C -0.122110 -0.389260 4.254257 -0.382 -0.079 0.338
F -0.575373 -1.663209 4.181176 0.065 0.036 -0.071
F 0.893197 -0.398498 5.153462 0.040 0.006 -0.189
F -1.108964 0.308318 4.841917 0.103 -0.094 -0.080
C 0.820578 1.584593 3.052683 0.275 0.353 0.052
F 2.042713 1.488623 3.646210 -0.072 -0.101 -0.056
F 0.079056 2.363898 3.868958 -0.037 -0.129 -0.081
F 1.002266 2.278910 1.933611 -0.113 -0.091 0.090
C 0.704857 1.934430 -1.986562 -0.103 0.089 0.095
C 1.336138 2.386575 -3.140741 0.237 -0.173 0.062
C -0.755322 2.382699 -1.757309 -0.330 -0.121 -0.489
O -1.336861 2.166743 -0.568360 0.036 -1.020 0.480
C -1.634145 1.607141 -2.807064 -0.222 -0.182 -0.029
F -1.315953 1.687165 -4.110986 0.084 -0.014 0.144
F -2.943638 1.915801 -2.720618 0.125 0.094 0.013
F -1.556323 0.271863 -2.494636 0.011 0.083 -0.117
C -0.884742 3.928546 -2.058692 -0.178 0.360 0.075
F -1.197780 4.218110 -3.353969 0.104 -0.110 0.030
F 0.234972 4.619428 -1.785259 -0.054 -0.113 0.072
F -1.857365 4.484640 -1.324586 0.028 -0.082 -0.124
H 4.289137 2.162584 -4.839322 0.025 0.019 -0.048
H 2.681623 2.153601 -5.578981 0.058 0.014 -0.063
H 3.301391 3.631109 -4.840951 0.045 0.009 -0.079
H 4.489020 1.375687 -2.574234 0.016 -0.025 -0.004
H 3.425744 0.572310 -0.523279 0.037 -0.059 -0.033
H 2.245540 -1.462009 -1.071451 0.014 0.006 -0.023
H 3.223959 -3.389618 0.099095 0.031 0.033 -0.034
H 3.907592 -4.424393 2.132490 0.033 -0.039 0.051
H 3.794644 -3.506130 3.642342 0.031 -0.054 0.010
H 2.482809 -4.584216 3.165938 0.039 -0.025 0.024
H 1.750186 -1.898293 3.779331 -0.078 0.030 0.005
H 0.775776 2.971727 -3.859550 -0.061 -0.008 0.007
N -3.784535 0.365476 0.422983 0.524 0.613 0.483
C -4.189169 -0.811389 1.172460 -0.406 0.003 0.277
C -4.415158 -1.953836 0.207352 0.114 -0.015 -0.064
C -3.159802 -2.121053 -0.629787 -0.165 -0.613 -0.331
C -1.940440 -2.543864 0.186529 -0.104 -0.171 -0.128
N -0.894520 -1.524296 0.003482 -0.316 -4.508 -0.730
H -3.583163 1.138713 1.049656 -0.109 0.076 -0.062
H -4.481409 0.673053 -0.243914 0.077 0.015 -0.087
H -5.087701 -0.670764 1.787712 0.066 0.124 0.006
H -3.357601 -1.039560 1.843379 -0.141 0.005 0.149
H -5.256514 -1.741881 -0.460884 -0.068 0.065 0.111
H -4.669050 -2.857892 0.767305 0.065 -0.071 -0.064
H -2.922065 -1.146739 -1.063019 -0.221 -0.282 -0.265
H -3.353614 -2.818547 -1.447071 0.104 -0.013 -0.042
H -1.611419 -3.551509 -0.096829 0.128 0.164 0.042
H -2.181632 -2.569736 1.250931 0.114 -0.027 -0.017
H -0.516291 -1.557548 -0.936695 0.229 -0.299 -0.142
H -0.120737 -1.656681 0.648077 -0.142 -0.446 -0.059
```
Positions in Å, forces in eV/Å.

These are the Mulliken partial charges, in e, on atoms 1 to 5: number 1, Fe, carries 1.41; number 2, C, carries -1.59; number 3, C, carries 0.28; number 4, C, carries -1.01; number 5, C, carries -0.77

# 2
# C9H13NO2S2

One molecule with the formula C9H13NO2S2 in a non-equilibrium geometry (the ωB97M-V functional and the def2-TZVPD basis, OMol25).

SMILES: CC(C)(C)N1C=C2SC=C[C@@H]2S1(=O)=O
Molar mass in g mol⁻¹: 231.3
Multiplicity: 1
Orbital gap in eV: 8.80
Energy above the lowest of the compared OMol25 structures with the same formula, charge and spin in kcal/mol: 78.6
Calculated total energy in hartree: -1352.22249

XYZ file:
```
27
Properties=species:S:1:pos:R:3:forces:R:3
C 1.314403 -0.222889 1.927358 1.065 3.866 -0.198
C 1.604818 -0.273423 0.407018 0.128 -0.253 0.352
C 2.086229 -1.679470 0.040237 -1.149 -0.805 -3.795
C 2.715192 0.707146 0.012714 -1.534 1.541 3.314
N 0.424769 0.093291 -0.440602 -2.413 1.383 1.610
C -0.348762 1.297653 0.063331 2.115 -0.781 -1.372
C -1.587262 1.319788 -0.425062 0.312 3.121 1.466
S -2.909274 2.455223 -0.002718 0.009 -0.847 -0.555
C -4.075324 1.304357 -0.721080 1.425 -1.116 1.135
C -3.507355 0.166630 -1.185162 0.467 0.500 -1.808
C -2.012982 0.220261 -1.221547 -0.426 -1.492 1.715
S -0.892950 -1.066009 -0.399571 0.483 -0.318 1.368
O -1.096569 -1.585451 0.942308 -0.398 1.084 -0.876
O -0.638635 -2.018804 -1.399541 0.294 -1.811 -1.651
H 1.081637 -1.124631 2.323494 0.067 -3.160 1.177
H 2.187801 0.319717 2.509549 -1.897 -1.175 -1.070
H 0.334328 0.261559 2.109904 0.776 0.525 -0.032
H 1.373298 -2.511411 0.287736 0.775 0.895 0.208
H 3.059093 -1.798154 0.476493 0.380 -0.465 0.202
H 2.166993 -1.793489 -1.199338 0.083 0.485 3.247
H 3.645838 0.264239 0.147324 1.732 -0.714 0.429
H 2.610011 0.959310 -0.963202 -0.245 0.753 -3.095
H 2.686820 1.679929 0.625548 -0.027 -1.391 -0.792
H 0.239541 2.063293 0.582266 -0.643 -0.465 0.019
H -5.102284 1.444648 -0.450323 -0.469 0.253 -0.603
H -3.894327 -0.539031 -1.926406 -0.789 0.030 0.943
H -1.465047 0.055718 -2.120729 -0.121 0.358 -1.340
```
Positions in Å, forces in eV/Å.

These are the Mulliken partial charges, in e, on atoms 1 to 5: number 1, C, carries -1.55; number 2, C, carries 1.81; number 3, C, carries -1.75; number 4, C, carries -1.99; number 5, N, carries -0.10

# 3
# C12H28LuNO2P2

C12H28LuNO2P2 as an isolated structure in a non-equilibrium geometry (the ωB97M-V functional and the def2-TZVPD basis, OMol25).

Molar mass in g mol⁻¹: 455.3
Multiplicity: 1
Orbital gap in eV: 4.64
Calculated total energy in hartree: -2597.29911

XYZ file:
```
46
Properties=species:S:1:pos:R:3:forces:R:3
C -2.549379 3.193497 0.641966 0.126 0.843 -0.364
C -1.704819 2.091341 0.753567 0.173 0.276 -0.712
N -0.708741 1.842992 -0.147366 -1.110 1.068 -0.794
C -0.624055 2.646637 -1.270391 -0.474 -0.080 1.405
C -1.448677 3.755380 -1.403258 -0.512 0.713 -0.382
C -2.408589 4.095440 -0.436466 0.309 -1.092 0.490
C -2.083448 1.061324 1.777241 -0.727 0.189 1.106
P -0.903605 -0.308175 2.318131 -0.743 1.060 -0.658
Lu 0.814522 0.231085 0.367610 -1.018 -2.640 -1.185
P 0.975082 0.531656 -2.348014 -0.784 1.984 -0.663
C 0.380972 2.343620 -2.346395 0.176 -0.251 -0.339
O -4.326892 -0.529016 0.344298 1.062 -1.376 -0.164
O -2.547200 -0.492730 -2.082331 -0.104 1.747 -0.242
H -3.299389 3.338649 1.432187 0.315 0.016 -0.510
H -1.344250 4.363531 -2.318165 -0.056 -0.317 0.612
H -3.051025 4.983509 -0.512904 0.415 -0.489 -0.079
C -0.287158 0.607252 3.756537 0.381 -0.372 0.668
C -2.078886 -1.513707 2.987684 -0.239 -0.952 0.244
H -0.110786 2.546466 -3.329362 0.559 0.079 0.643
H 1.271460 3.006864 -2.230143 -0.600 -0.443 -0.131
H -3.066514 0.717020 1.414857 0.776 -0.699 0.029
H -2.444683 1.549942 2.720847 0.674 0.011 -0.599
C 2.561598 0.815027 -3.184752 0.619 -0.348 0.148
C -0.093827 -0.087619 -3.683383 -0.089 -0.594 -0.183
H -2.163212 -0.951231 -1.346809 1.408 -0.851 1.262
H -3.230076 -1.053856 -2.380233 -1.363 -1.049 -0.655
H -3.607706 -0.242044 -0.236727 0.118 -0.368 -0.234
H -4.860952 0.227657 0.364667 -1.609 1.605 0.119
H 2.068756 1.156374 1.369709 1.032 0.670 0.711
H -0.427760 -1.706387 -0.248266 -2.112 2.145 0.297
H -1.099116 0.758736 4.445831 -0.325 0.327 0.541
H 0.506520 0.056717 4.269807 -0.034 0.037 -0.078
H 0.133792 1.559451 3.429615 -0.045 -0.068 -0.045
H -2.387568 -1.261242 4.007401 0.048 0.154 -0.123
H -2.977814 -1.592613 2.357903 0.431 0.135 0.040
H -1.623368 -2.519277 3.034003 -0.106 0.459 -0.113
H 0.028663 0.471694 -4.616981 0.234 0.037 0.176
H 0.169862 -1.137206 -3.862912 -0.126 0.117 -0.053
H -1.147973 -0.058116 -3.378615 0.525 -0.009 0.026
H 2.455575 1.120892 -4.223737 -0.105 0.038 -0.046
H 3.145555 1.576388 -2.647036 -0.159 -0.298 -0.082
H 3.114511 -0.130739 -3.147770 0.088 0.205 -0.117
C 1.144523 -1.885176 -0.401331 1.852 -0.214 0.299
H 0.878237 -2.500815 0.466468 0.348 -0.678 -0.442
H 2.258215 -1.862630 -0.426789 0.677 -0.065 0.000
H 0.829894 -2.226618 -1.381333 0.095 -0.661 0.178
```
Positions in Å, forces in eV/Å.

These are the Mulliken partial charges, in e, on atoms 1 to 5: number 1, C, carries -0.80; number 2, C, carries 0.57; number 3, N, carries 0.22; number 4, C, carries 0.69; number 5, C, carries -0.61

# 4
# C9H14N4O3

One molecule with the formula C9H14N4O3 in a non-equilibrium geometry (the ωB97M-V functional and the def2-TZVPD basis, OMol25).

SMILES: C[C@H](NC(=O)[C@@H](N)Cc1c[nH]cn1)C(=O)O
Molar mass in g mol⁻¹: 226.2
Multiplicity: 1
Orbital gap in eV: 9.37
Energy above the lowest of the compared OMol25 structures with the same formula, charge and spin in kcal/mol: 17.3
Calculated total energy in hartree: -796.13555

XYZ file:
```
30
Properties=species:S:1:pos:R:3:forces:R:3
C 3.640094 0.648695 1.286057 -0.678 0.373 -1.620
C 2.920273 0.178511 -0.018233 1.028 -0.315 0.319
N 1.488634 0.157025 0.069940 -0.897 -0.531 0.279
C 0.760490 1.306857 0.091326 0.434 0.886 -0.184
O 1.319428 2.407794 0.110131 -0.468 -0.869 -0.110
C -0.775125 1.224158 0.053783 -0.504 -0.975 -0.591
N -1.279306 2.403281 -0.649715 1.235 0.419 0.295
C -1.347110 -0.045741 -0.658693 -0.394 0.667 0.539
C -2.754852 -0.327335 -0.192774 -1.671 -0.239 -0.043
C -3.962241 -0.276998 -0.895434 0.566 -0.460 0.371
N -4.916648 -0.910196 -0.107187 0.110 -0.674 1.355
C -4.250345 -1.270895 1.052969 -0.288 0.102 -0.018
N -2.999909 -0.894178 1.073399 0.058 -0.109 -1.424
C 3.369826 -1.266316 -0.320182 -1.442 0.014 -0.039
O 2.622706 -2.228828 -0.348064 0.538 0.877 0.104
O 4.672302 -1.385573 -0.543465 0.083 1.450 0.197
H 3.431996 -0.036199 2.075068 0.010 -0.425 0.738
H 3.274069 1.643498 1.498869 -0.154 0.123 0.258
H 4.684761 0.730039 1.051237 0.602 -0.157 0.226
H 3.264208 0.848882 -0.836534 -0.379 -0.463 0.364
H 1.062828 -0.764559 0.249094 0.335 0.883 -0.391
H -1.132919 1.173431 1.083080 0.187 -0.007 0.337
H -0.716287 3.177197 -0.286638 -0.260 -0.013 -0.395
H -2.243048 2.611948 -0.461032 -0.360 -0.248 0.297
H -1.364352 0.173419 -1.738031 0.246 -0.334 0.358
H -0.779125 -0.957513 -0.415861 -0.101 0.351 -0.325
H -4.248939 0.100450 -1.864754 0.308 -0.031 0.004
H -5.895587 -1.216521 -0.286610 1.484 0.772 -0.148
H -4.694505 -1.857750 1.861784 -0.114 0.434 -0.439
H 4.785956 -2.290608 -0.776463 0.485 -1.502 -0.313
```
Positions in Å, forces in eV/Å.

These are the Mulliken partial charges, in e, on atoms 1 to 5: number 1, C, carries -1.50; number 2, C, carries 0.13; number 3, N, carries -0.16; number 4, C, carries 0.32; number 5, O, carries -0.69

# 5
# CHKO3

CHKO3 as an isolated structure in a non-equilibrium geometry (the ωB97M-V functional and the def2-TZVPD basis, OMol25).

<S²>: 0.757
Molar mass in g mol⁻¹: 100.1
Multiplicity: 2
Orbital gap (alpha / beta) in eV: 12.69 / 8.11
Total charge: +1
Calculated total energy in hartree: -864.11430

XYZ file:
```
6
Properties=species:S:1:pos:R:3:forces:R:3
K -0.228425 -3.254225 -0.001728 0.078 0.152 0.111
O 0.297165 1.588275 0.247742 0.286 -1.252 0.750
C 0.097545 0.271895 0.164192 0.751 2.410 0.328
O -0.607155 -0.059215 -0.846168 -0.258 -1.449 -0.060
O 0.566395 -0.537895 0.950202 -0.650 -0.488 -0.731
H -0.125525 1.991165 -0.514238 -0.208 0.627 -0.398
```
Positions in Å, forces in eV/Å.

These are the Mulliken partial charges, in e, on atoms 1 to 5: number 1, K, carries 0.97; number 2, O, carries -0.38; number 3, C, carries 0.87; number 4, O, carries -0.33; number 5, O, carries -0.46